(1)
The following is a quantum chemistry calculation of a single C5H7N molecule at a distorted geometry, from the Open Molecules 2025 dataset.

The geometry in XYZ format:
```
13
Properties=species:S:1:pos:R:3:nbo_charge:R:1
C -1.66 -0.04 -0.01 0.252
C -0.54 -0.79 0.33 -0.222
C -0.55 0.77 0.05 -0.224
C 0.51 -0.19 -0.61 -0.199
C 1.89 -0.07 -0.10 -0.645
N -2.92 -0.04 -0.18 -0.680
H -0.47 -1.40 1.20 0.234
H -0.14 1.47 0.77 0.224
H 0.34 -0.53 -1.67 0.228
H 2.00 0.52 0.92 0.217
H 2.73 0.52 -0.70 0.234
H 2.28 -1.12 0.07 0.226
H -3.48 0.90 -0.07 0.354
```

Calculated values
- energy above the lowest of the compared OMol25 structures with the same formula, charge and spin (kcal/mol) = 90.3
- HOMO energy (eV) = -8.861
- orbital gap (eV) = 9.848
- charge = 0
- SMILES = [H]/N=C1\[C@@H]2[C@@H](C)[C@H]12

***

(2)
The following is a quantum chemistry calculation of 2 unconnected molecules or ions with the total composition C5H7N at a distorted geometry, from the Open Molecules 2025 dataset.

The geometry in XYZ format:
```
13
Properties=species:S:1:pos:R:3:nbo_charge:R:1
C 2.61 1.42 0.42 -0.168
C 2.26 0.40 1.20 -0.217
C 1.36 0.73 0.06 0.205
C -2.22 -0.63 -0.87 -0.661
C -0.89 -0.71 -0.13 -0.187
N 0.41 0.69 -0.75 -0.458
H 3.19 2.32 0.44 0.223
H 2.30 -0.01 2.23 0.230
H -2.41 0.23 -1.47 0.237
H -2.35 -1.44 -1.59 0.213
H -3.10 -0.78 -0.17 0.216
H -0.40 -1.66 -0.28 0.184
H -0.75 -0.57 0.90 0.183
```

Calculated values
- energy above the lowest of the compared OMol25 structures with the same formula, charge and spin (kcal/mol) = 125.4
- HOMO energy (eV) = -8.323
- orbital gap (eV) = 9.332
- charge = 0

***

(3)
The following is a quantum chemistry calculation of a single C5H7N molecule, from the Open Molecules 2025 dataset.

The geometry in XYZ format:
```
13
Properties=species:S:1:pos:R:3:nbo_charge:R:1
C -0.78 1.56 -0.65 -0.297
C -1.66 0.54 -0.50 -0.077
N -0.95 -0.56 -0.06 -0.513
C 0.38 -0.26 0.02 0.128
C 0.51 1.06 -0.30 -0.309
C 1.34 -1.19 0.70 -0.642
H -1.04 2.50 -1.10 0.221
H -2.72 0.39 -0.63 0.207
H -1.32 -1.50 -0.13 0.404
H 1.37 1.66 -0.03 0.217
H 0.84 -1.92 1.32 0.217
H 2.05 -1.68 0.02 0.220
H 1.99 -0.59 1.35 0.226
```

Calculated values
- energy above the lowest of the compared OMol25 structures with the same formula, charge and spin (kcal/mol) = 6.1
- HOMO energy (eV) = -8.046
- orbital gap (eV) = 9.113
- charge = 0
- SMILES = Cc1ccc[nH]1

***

(4)
The following is a quantum chemistry calculation of a single C5H7N molecule at a distorted geometry, from the Open Molecules 2025 dataset.

The geometry in XYZ format:
```
13
Properties=species:S:1:pos:R:3:nbo_charge:R:1
C 1.38 -0.28 -0.41 -0.320
C 0.65 0.01 0.91 -0.257
C -0.42 1.07 0.66 0.251
C 0.18 -0.01 -1.40 -1.060
C -0.94 -0.83 -0.67 -0.126
N -0.75 -0.23 0.65 -0.464
H 1.83 -1.28 -0.46 0.201
H 2.18 0.46 -0.58 0.218
H 1.05 -0.28 1.88 0.229
H 0.68 0.83 -1.92 0.439
H -0.63 0.43 -2.23 0.452
H -0.83 -1.92 -0.66 0.221
H -1.96 -0.61 -1.03 0.214
```

Calculated values
- energy above the lowest of the compared OMol25 structures with the same formula, charge and spin (kcal/mol) = 238.7
- HOMO energy (spin up / spin down) (eV) = -7.128 / -7.127
- orbital gap (spin up / spin down) (eV) = 6.872 / 6.870
- charge = 0

***

(5)
The following is a quantum chemistry calculation of a single C5H7N molecule at a distorted geometry, from the Open Molecules 2025 dataset.

The geometry in XYZ format:
```
13
Properties=species:S:1:pos:R:3:nbo_charge:R:1
C -1.07 -0.99 -0.30 -0.617
C -0.78 0.37 0.29 -0.185
C 0.35 0.86 1.09 -0.376
C 0.66 0.62 -0.33 -0.353
C 1.65 -0.38 -0.67 0.283
N 2.48 -1.15 -0.93 -0.334
H -1.05 -1.15 -1.40 0.220
H -2.07 -1.07 0.01 0.210
H -0.47 -1.81 0.10 0.227
H -1.48 1.16 -0.01 0.215
H 0.82 0.19 1.78 0.231
H 0.31 1.90 1.35 0.234
H 0.69 1.46 -0.98 0.246
```

Calculated values
- energy above the lowest of the compared OMol25 structures with the same formula, charge and spin (kcal/mol) = 51.3
- HOMO energy (eV) = -9.590
- orbital gap (eV) = 10.440
- charge = 0
- SMILES = C[C@H]1C[C@H]1C#N

***

(6)
The following is a quantum chemistry calculation of a molecular structure, C5H7N at a distorted geometry, from the Open Molecules 2025 dataset.

The geometry in XYZ format:
```
13
Properties=species:S:1:pos:R:3:nbo_charge:R:1
C -1.44 0.84 0.39 -0.716
C -0.09 0.55 0.96 -0.089
C 0.72 -1.14 0.58 -0.348
C 1.33 -0.64 -0.58 -0.366
C 0.65 -0.23 -1.75 0.239
N 0.19 0.14 -2.75 -0.348
H -1.55 1.52 -0.48 0.237
H -1.66 1.32 1.38 0.276
H -2.18 0.04 0.27 0.223
H 0.48 1.50 0.88 0.177
H -0.26 -1.57 0.56 0.229
H 1.40 -1.70 1.25 0.239
H 2.42 -0.65 -0.70 0.247
```

Calculated values
- energy above the lowest of the compared OMol25 structures with the same formula, charge and spin (kcal/mol) = 115.3
- HOMO energy (spin up / spin down) (eV) = -8.234 / -8.123
- orbital gap (spin up / spin down) (eV) = 7.753 / 7.921
- charge = 0

***

(7)
The following is a quantum chemistry calculation of a molecular structure, C5H7N at a distorted geometry, from the Open Molecules 2025 dataset.

The geometry in XYZ format:
```
13
Properties=species:S:1:pos:R:3:nbo_charge:R:1
C -0.26 1.84 0.04 -0.388
C -1.38 1.01 -0.08 0.029
C 0.55 0.60 0.14 0.285
C 2.50 0.14 -0.17 -0.349
C -0.87 -1.45 0.02 -0.398
N -0.53 -0.13 -0.08 -0.506
H -0.03 2.82 0.03 0.216
H -2.37 0.84 -0.15 0.196
H 2.25 -0.89 -0.19 0.147
H 3.08 0.58 0.61 0.164
H -1.95 -1.44 -0.38 0.209
H -0.38 -2.08 -0.75 0.196
H -0.60 -1.83 0.96 0.199
```

Calculated values
- energy above the lowest of the compared OMol25 structures with the same formula, charge and spin (kcal/mol) = 197.9
- HOMO energy (spin up / spin down) (eV) = -7.303 / -7.914
- orbital gap (spin up / spin down) (eV) = 6.636 / 7.826
- charge = 0

***

(8)
The following is a quantum chemistry calculation of a single C5H7N molecule at a distorted geometry, from the Open Molecules 2025 dataset.

The geometry in XYZ format:
```
13
Properties=species:S:1:pos:R:3:nbo_charge:R:1
C 1.08 -1.29 0.91 -0.635
C 0.38 -0.34 0.01 -0.083
C -0.55 -0.59 -0.93 -0.103
N -1.13 0.65 -1.23 -0.519
C -0.64 1.59 -0.39 -0.033
C 0.33 1.08 0.38 -0.310
H 0.74 -2.28 0.58 0.225
H 2.14 -1.10 1.19 0.226
H 0.70 -0.95 1.98 0.208
H -0.79 -1.36 -1.63 0.210
H -1.98 0.75 -1.80 0.408
H -1.14 2.45 -0.27 0.195
H 0.85 1.39 1.20 0.212
```

Calculated values
- energy above the lowest of the compared OMol25 structures with the same formula, charge and spin (kcal/mol) = 29.3
- HOMO energy (eV) = -8.303
- orbital gap (eV) = 9.358
- charge = 0
- SMILES = Cc1cc[nH]c1

***

(9)
The following is a quantum chemistry calculation of a molecular structure, C5H7N at a distorted geometry, from the Open Molecules 2025 dataset.

The geometry in XYZ format:
```
13
Properties=species:S:1:pos:R:3:nbo_charge:R:1
C -0.60 1.45 1.14 0.077
C -0.76 0.18 0.28 -0.414
C 0.48 0.00 -0.32 -0.058
C -0.53 -0.43 1.60 -0.021
C 0.58 -0.81 -1.52 -0.672
N -0.40 0.81 2.25 -0.414
H -0.56 2.52 0.76 0.213
H -1.53 -0.12 -0.41 0.228
H 1.27 0.37 0.18 0.193
H 0.28 -1.17 1.71 0.187
H -0.32 -0.63 -2.12 0.213
H 0.68 -1.88 -1.37 0.239
H 1.40 -0.30 -2.18 0.228
```

Calculated values
- energy above the lowest of the compared OMol25 structures with the same formula, charge and spin (kcal/mol) = 126.0
- HOMO energy (spin up / spin down) (eV) = -7.863 / -8.020
- orbital gap (spin up / spin down) (eV) = 7.883 / 8.265
- charge = 0

***

(10)
The following is a quantum chemistry calculation of a single C5H7N molecule at a distorted geometry, from the Open Molecules 2025 dataset.

The geometry in XYZ format:
```
13
Properties=species:S:1:pos:R:3:nbo_charge:R:1
N 2.68 -0.55 1.44 -0.331
C 2.06 -0.23 0.52 0.292
C 1.16 0.19 -0.56 -0.507
C -0.18 0.51 0.06 -0.230
C -1.00 -0.54 0.75 -0.420
C -1.45 0.12 -0.61 -0.411
H 1.07 -0.61 -1.30 0.246
H 1.58 1.06 -1.08 0.252
H -0.23 1.48 0.56 0.222
H -1.39 -0.28 1.74 0.229
H -0.74 -1.60 0.76 0.225
H -1.32 -0.42 -1.56 0.212
H -2.23 0.87 -0.71 0.222
```

Calculated values
- energy above the lowest of the compared OMol25 structures with the same formula, charge and spin (kcal/mol) = 30.5
- HOMO energy (eV) = -10.925
- orbital gap (eV) = 11.875
- charge = 0
- SMILES = N#CCC1CC1

***

(11)
The following is a quantum chemistry calculation of a single C5H7N molecule at a distorted geometry, from the Open Molecules 2025 dataset.

The geometry in XYZ format:
```
13
Properties=species:S:1:pos:R:3:nbo_charge:R:1
C 1.48 0.15 -0.41 0.154
C 0.45 -0.82 0.09 -0.502
C -1.26 1.10 -0.53 -0.173
C -0.96 -0.36 -0.28 -0.240
C -1.70 0.61 0.59 -0.178
N 2.25 0.90 0.24 -0.610
H 1.55 0.23 -1.50 0.157
H 0.64 -1.79 -0.38 0.224
H 0.55 -0.93 1.17 0.206
H 2.16 0.81 1.26 0.326
H -1.13 1.91 -1.19 0.229
H -1.53 -1.10 -0.83 0.182
H -2.24 0.74 1.50 0.225
```

Calculated values
- energy above the lowest of the compared OMol25 structures with the same formula, charge and spin (kcal/mol) = 73.2
- HOMO energy (eV) = -9.460
- orbital gap (eV) = 10.671
- charge = 0
- SMILES = [H]/N=C\CC1C=C1

***

(12)
The following is a quantum chemistry calculation of a molecular structure, C5H7N at a distorted geometry, from the Open Molecules 2025 dataset.

The geometry in XYZ format:
```
13
Properties=species:S:1:pos:R:3:nbo_charge:R:1
C 0.35 -0.94 -0.74 -0.359
C -0.57 -0.73 0.46 -0.096
C 1.03 0.28 0.11 -0.116
C 0.10 1.34 -0.24 -0.292
C -1.06 0.68 0.02 -0.174
H 0.69 -2.13 -0.71 0.203
H 0.13 -0.74 -1.76 0.207
H -1.32 -1.49 0.94 0.195
H 0.14 0.43 1.79 0.355
H 2.01 0.75 0.08 0.215
H 0.33 2.05 -1.13 0.236
H -2.18 0.89 -0.07 0.221
N 0.36 -0.37 1.25 -0.594
```

Calculated values
- energy above the lowest of the compared OMol25 structures with the same formula, charge and spin (kcal/mol) = 124.0
- HOMO energy (eV) = -8.476
- orbital gap (eV) = 9.599
- charge = 0